220
Properties=species:S:1:pos:R:3 method="wB97M-V/def2-TZVPD" homo_energy_ev=-10.04 total_energy_ha=-5853.04234 relative_energy_kcal_mol=0.0 charge=+1
Zn 1.20 -3.65 1.47
F -0.89 1.17 2.59
F -0.82 -0.67 3.68
F 1.03 0.19 2.94
O -0.09 -2.15 1.58
O -4.56 -3.75 -0.35
O 0.11 -4.75 2.90
O 5.30 3.42 -2.73
O -4.61 1.02 -2.89
O -1.27 -0.63 -6.27
O -4.79 2.38 5.15
O -3.15 -1.36 7.48
O 7.24 -4.72 -1.67
O -3.67 4.66 1.93
O 2.19 -2.81 3.21
O 0.50 -0.32 0.39
O 4.55 0.15 -7.42
O 3.11 2.65 1.69
N -5.89 -0.51 5.19
N 2.47 -5.44 1.52
N -4.26 -2.10 2.94
N 2.62 -2.46 0.46
N -8.02 0.94 -4.30
N -3.67 3.55 -1.57
N 3.88 -3.32 -2.05
N -1.35 1.62 -8.11
N 0.83 3.00 0.18
N -3.94 3.33 8.59
N 6.93 3.26 -4.97
N 5.33 -0.98 -4.00
C -3.72 3.30 -0.12
C -1.35 1.75 -6.63
C -2.69 2.26 0.33
C -3.52 4.66 0.53
C -3.92 2.68 6.22
C -4.43 5.04 6.99
C -3.73 -4.54 -1.17
C -0.40 -0.88 1.35
C 5.10 1.14 -8.26
C 4.90 -5.34 -3.09
C 7.90 5.44 -4.44
C 3.25 -1.93 2.86
C 3.72 -2.22 1.43
C 8.55 -4.22 -1.45
C -2.79 1.74 -6.17
C -3.50 0.16 -2.88
C 6.29 -3.70 -1.76
C -4.14 2.11 3.94
C -4.86 -2.54 1.68
C 0.42 -6.15 2.73
C -5.22 -1.14 6.31
C 5.00 0.28 -6.08
C 1.93 -6.30 2.61
C 0.57 5.31 0.90
C -3.70 -1.28 6.18
C 1.55 4.17 0.69
C -0.28 -0.01 2.63
C -5.86 -2.45 6.69
C 2.69 -6.09 3.91
C 4.10 3.61 -2.03
C -6.90 1.38 -3.48
C 4.61 -0.96 -5.30
C 0.01 -0.22 -0.93
C -5.45 -1.31 1.00
C -7.34 1.56 -2.04
C 1.24 -0.20 -1.83
C 4.93 -4.35 -1.94
C -0.85 -1.69 -5.47
C -4.61 3.55 7.28
C 3.12 -1.06 -4.99
C 5.95 4.61 -3.11
C -3.52 5.93 2.51
C -3.87 -3.28 0.79
C -1.76 -1.32 7.54
C -5.70 0.48 -3.61
C 1.79 -2.64 4.55
C 4.19 2.55 2.58
C 4.56 -1.05 0.96
C -0.59 0.57 -6.00
C -1.25 -4.51 3.23
C 7.21 4.20 -3.87
C 2.40 3.86 1.92
H 6.08 0.48 -6.03
H -4.88 2.13 3.14
H 5.52 -0.92 1.47
H 2.65 -2.83 5.21
H 6.19 2.66 -4.59
H -3.79 -0.81 -2.46
H 4.14 4.32 -1.20
H -3.12 1.27 0.49
H -7.75 0.87 -5.28
H -6.56 2.36 -3.86
H 1.48 2.21 0.18
H 3.45 -5.73 1.45
H 4.88 -1.86 -5.86
H 4.00 -0.11 1.03
H -1.43 -3.45 3.39
H 4.70 1.60 2.43
H 6.29 -3.13 -0.82
H 2.80 -0.14 -4.50
H -5.68 -1.51 -0.05
H 5.11 -0.11 -3.51
H -7.67 0.59 -1.66
H -5.33 -2.89 7.54
H 0.23 -1.87 -5.47
H 7.86 3.69 -3.16
H -0.87 2.69 -6.34
H -5.71 -3.14 5.85
H 7.25 5.90 -5.19
H -3.38 -2.12 5.55
H -3.32 -5.41 -0.65
H -3.61 1.75 6.72
H -8.18 2.25 -1.97
H -1.46 -1.44 8.58
H -3.18 -0.07 -3.91
H 4.20 -2.60 -2.70
H 8.83 -3.46 -2.19
H -1.13 -1.57 -4.41
H -5.35 0.28 4.81
H -2.69 0.63 -2.33
H -0.03 -6.52 1.81
H 5.76 -6.01 -3.04
H 3.01 -3.69 -2.42
H -5.39 0.36 -4.66
H -5.84 -1.12 4.37
H -3.59 1.16 3.97
H -0.68 0.76 -4.91
H -5.26 -0.44 7.15
H 3.36 3.99 -2.75
H -2.74 3.79 -1.87
H 3.08 -2.65 -0.46
H 1.74 -1.17 -1.90
H 6.39 3.80 -5.66
H -1.33 -0.38 7.18
H 2.97 -5.06 4.12
H -1.32 -2.17 6.99
H 2.17 -5.78 0.60
H -2.49 6.30 2.40
H -5.72 -3.17 1.94
H -3.93 -2.86 3.53
H 4.11 -2.09 3.52
H -1.45 -0.75 1.01
H 6.34 -0.99 -4.10
H 4.57 1.15 -9.20
H -3.28 0.78 -6.36
H -4.26 5.33 0.06
H 1.44 -1.63 4.76
H 3.71 2.66 -1.65
H 3.61 -6.67 3.96
H 8.31 6.13 -3.71
H 0.98 0.01 -2.87
H -3.38 2.54 -6.61
H -5.67 3.31 7.34
H -2.97 3.60 8.44
H -1.87 -4.78 2.36
H 4.94 3.34 2.43
H -3.09 -2.58 0.46
H -4.70 2.94 0.19
H -2.86 1.90 -5.08
H -1.54 0.65 -8.32
H -3.40 2.86 3.66
H -8.75 1.65 -4.36
H -6.91 -2.42 6.97
H 4.49 1.14 -5.62
H 0.46 0.57 -6.30
H 3.98 -5.92 -3.15
H 2.59 -0.98 -5.95
H 5.09 -4.81 -4.03
H 2.93 -0.89 2.94
H -1.36 -2.60 -5.78
H -0.57 0.68 -1.15
H -3.39 5.34 6.86
H 2.15 -1.56 0.36
H -4.88 5.69 7.74
H 1.98 0.53 -1.50
H -6.56 2.04 -1.45
H -1.86 2.19 -0.38
H 3.91 2.61 3.64
H -3.40 -1.59 2.72
H 5.11 2.14 -7.82
H 1.10 6.20 1.26
H -4.80 -0.44 1.12
H -1.59 -5.09 4.09
H -2.24 2.52 1.29
H 4.71 -1.06 -0.13
H -6.42 -1.11 1.47
H 2.22 4.54 -0.09
H -4.96 5.27 6.06
H 2.87 -1.98 -4.49
H 0.06 -6.68 3.62
H -4.02 2.73 -2.06
H 9.23 -5.06 -1.53
H -3.32 -0.36 5.71
H -2.94 -3.90 -1.58
H 8.60 -3.82 -0.43
H -0.27 5.01 1.54
H -2.57 5.15 0.25
H 2.04 -6.41 4.73
H 4.31 -3.14 1.49
H 6.52 -3.01 -2.58
H -3.66 5.83 3.59
H -2.99 3.15 5.87
H 5.30 5.24 -3.74
H 1.02 -3.36 4.79
H -3.91 2.34 8.84
H 8.78 5.08 -4.98
H -0.42 1.82 -8.45
H -5.96 -0.53 -3.26
H 0.11 2.73 0.83
H -4.29 6.59 2.10
H 6.21 5.30 -2.29
H -4.34 -4.86 -2.02
H 6.16 0.91 -8.41
H 1.75 3.73 2.79
H 0.13 5.57 -0.06
H -0.58 -1.06 -1.33
H 2.02 -7.37 2.39
H -3.36 -4.11 1.31
H 4.72 -4.93 -1.03
H 3.08 4.71 2.06